# 1
Here is one molecule with the formula C2H3NS2 from the OMol25 dataset. Energies are from ωB97M-V with the def2-TZVPD basis set.

Values from the calculation:
Frontier orbital gap (spin up / spin down), Ha: 0.2835 / 0.2249
Max |F|, eV/Å: 3.54
HOMO energy (spin up / spin down), eV: -8.390 / -7.635
Total charge: 0

Structure (XYZ):
```
8
Properties=species:S:1:pos:R:3:forces:R:3:lowdin_charge:R:1
C -0.092 0.610 1.297 0.30 -0.21 -2.47 -0.364
C -0.539 -1.032 -1.083 1.89 0.39 -2.97 -0.515
N 0.987 1.086 0.907 -1.47 -0.94 0.42 -0.592
S -1.421 -0.497 0.158 0.38 1.13 2.07 0.799
S 2.006 0.988 -0.288 0.71 0.04 -0.85 0.630
H -0.566 0.904 2.161 -1.06 0.29 1.96 0.033
H 0.580 -1.090 -0.992 -1.39 -0.49 -0.09 -0.034
H -0.956 -0.968 -2.160 0.63 -0.20 1.93 0.044
```
Positions in Å, forces in eV/Å.

---

# 2
Here is one molecule with the formula C2H3NS3 from the OMol25 dataset. Energies are from ωB97M-V with the def2-TZVPD basis set.

Values from the calculation:
SMILES: S=CN(S)C=S
Frontier orbital gap, Ha: 0.2713
Max |F|, eV/Å: 5.82
HOMO energy, eV: -8.636
Total charge: 0

Structure (XYZ):
```
9
Properties=species:S:1:pos:R:3:forces:R:3:lowdin_charge:R:1
S 2.536 -0.665 0.126 -1.02 1.67 -0.68 0.683
C 1.470 0.526 -0.304 0.65 -0.47 0.07 -0.648
N 0.030 0.351 -0.121 2.99 4.96 -0.64 -0.633
S -0.855 1.803 0.029 -0.66 0.08 2.18 0.772
C -0.540 -0.786 0.014 -3.03 -3.25 -0.66 -0.857
S -2.100 -1.296 -0.031 0.30 0.78 0.47 0.628
H 1.818 1.555 -0.791 -1.21 -2.27 1.25 0.103
H -1.074 1.602 1.456 0.24 0.53 -2.15 -0.030
H 0.165 -1.527 -0.049 1.75 -2.01 0.16 -0.018
```
Positions in Å, forces in eV/Å.

---

Which value of total charge does entry 2 give?
0